(1)
A structure of composition C13H31FNO10PSSi2, computed with ωB97M-V/def2-TZVPD.

Values from the calculation:
HOMO-LUMO gap ... 0.944 eV
2S+1 ... 1
Charge ... 0

Structure (XYZ):
```
60
C13H31FNO10PSSi2 (ωB97M-V/def2-TZVPD)
C -3.20 1.44 5.63
C -2.67 2.38 4.56
C -1.25 2.04 3.76
O -0.45 1.12 4.32
O -0.97 2.73 2.46
C -1.09 1.71 1.36
C 0.42 1.11 1.04
C 0.41 -0.11 -0.08
C 1.57 -1.21 0.29
C 2.70 -1.44 -0.87
C 2.65 -2.89 -1.63
Si 3.00 -4.41 -0.48
N 2.89 -4.02 1.28
C 3.97 -3.27 1.70
O 5.09 -2.70 2.22
O 4.52 -5.22 -0.81
Si 4.71 -6.68 0.15
P 1.40 -5.90 -0.99
O 1.07 -6.94 0.37
O 1.95 -6.77 -2.40
H -2.60 1.40 6.66
H -4.19 0.82 5.42
H -3.34 3.33 4.33
H -1.62 2.15 0.40
H -1.71 0.82 1.85
H 1.07 2.01 0.67
H 0.86 0.78 2.08
H -0.65 -0.64 0.05
H 0.49 0.32 -1.17
H 2.14 -0.78 1.24
H 1.02 -2.18 0.65
H 3.79 -1.22 -0.44
H 2.51 -0.59 -1.70
H 3.54 -2.88 -2.43
H 1.67 -3.08 -2.27
H 4.99 -7.86 -0.71
H 3.59 -6.95 1.06
H 5.88 -6.47 1.02
H 1.17 -7.89 -0.01
H 2.60 -7.51 -2.14
F 6.93 -8.68 1.02
O -3.64 3.89 -2.23
S -2.45 4.67 -2.44
O -1.39 4.75 -1.46
O -2.88 6.18 -2.88
C -3.76 6.91 -2.04
C -3.04 7.46 -0.82
C -1.73 4.19 -4.00
H -4.62 6.29 -1.74
H -4.16 7.74 -2.63
H -2.72 6.66 -0.15
H -3.70 8.13 -0.25
H -2.15 8.01 -1.12
H -2.51 4.18 -4.76
H -1.31 3.19 -3.88
H -0.94 4.90 -4.26
O -3.26 -0.66 -0.70
H -3.24 -1.37 -0.02
H -3.92 0.04 -0.48
H -3.41 -1.03 -1.61
```



(2)
A structure of composition C3H6N2, computed with ωB97M-V/def2-TZVPD.

Values from the calculation:
HOMO-LUMO gap ... 8.706 eV
2S+1 ... 1
Charge ... 0
Energy relative to the best compared isomer or geometry (same formula, charge and spin) ... 5.235 eV

Structure (XYZ):
```
11
C3H6N2 (ωB97M-V/def2-TZVPD)
C 1.16 0.62 0.33
C -0.29 0.16 -0.88
C -0.33 0.58 0.53
N -0.52 -1.23 -0.55
N -0.90 -0.79 0.83
H 1.84 -0.13 0.13
H 1.42 1.59 0.07
H -0.15 0.64 -1.80
H -0.76 1.42 0.89
H -1.33 -1.68 -1.09
H -0.13 -1.18 1.55
```



(3)
A structure of composition C5H11NOS, computed with ωB97M-V/def2-TZVPD.

Values from the calculation:
HOMO-LUMO gap ... 5.260 eV
2S+1 ... 1
Charge ... 0
Energy relative to the best compared isomer or geometry (same formula, charge and spin) ... 8.751 eV

Structure (XYZ):
```
19
C5H11NOS (ωB97M-V/def2-TZVPD)
O 2.67 0.38 0.68
C 2.03 -0.51 0.06
C 0.84 -1.09 0.81
C 0.04 -0.16 1.63
C -1.38 -0.41 1.34
S -2.30 -0.70 -0.05
C -2.22 0.76 -1.29
N 0.70 -0.69 -0.66
H 2.75 -1.26 -0.50
H 0.82 -2.14 1.00
H 0.27 -0.39 2.69
H 0.49 0.80 1.38
H -2.00 -0.31 2.17
H 1.74 2.40 -1.93
H -3.08 1.45 -1.17
H -1.41 1.32 -0.81
H -1.99 0.38 -2.26
H 1.71 1.62 -1.90
H 0.34 -1.45 -1.20
```



(4)
The molecule C3H7NO, computed with ωB97M-V/def2-TZVPD.

Values from the calculation:
HOMO-LUMO gap (alpha / beta) ... 8.317 / 8.177 eV
2S+1 ... 1
Charge ... 0
Energy relative to the best compared isomer or geometry (same formula, charge and spin) ... 6.577 eV

Structure (XYZ):
```
12
C3H7NO (ωB97M-V/def2-TZVPD)
C -0.85 -0.29 1.25
C -1.31 0.58 0.15
C -0.38 0.03 -1.04
N 1.85 -0.31 -0.58
O 0.77 0.55 -1.13
H 0.06 -0.07 1.85
H -1.08 -1.31 1.45
H -2.32 0.47 -0.19
H -0.89 1.53 0.27
H -0.58 -1.05 -1.21
H 2.18 0.02 0.36
H 2.56 -0.17 -1.18
```



What electronic energy values result from the calculations? In sequence: -2738.94708; -227.23243; -725.00328; -248.28480 Ha.
What max |F| values result from the calculations? In sequence: 0.217; 0.071; 0.110; 0.094 Eh/bohr.